11
Properties=species:S:1:pos:R:3:forces:R:3:lowdin_charge:R:1 method="wB97M-V/def2-TZVPD" smiles=C#Cc1cn[nH]c1 e_above_lowest_kj_mol=173.7 homo_energy_ha=-0.328
C -0.602 2.524 -1.200 0.05 -0.41 0.18 0.11
C -0.354 1.473 -0.662 -0.11 0.37 -0.16 -0.11
C -0.065 0.230 -0.022 0.02 -0.07 -0.04 -0.25
C 0.335 -0.949 -0.624 0.03 0.02 0.09 -0.05
N 0.494 -1.843 0.373 0.07 -0.16 -0.06 -0.04
N 0.226 -1.343 1.588 0.01 0.23 -0.10 0.03
C -0.114 -0.087 1.362 -0.01 0.05 0.02 -0.11
H -0.842 3.444 -1.685 0.07 -0.17 0.11 0.02
H 0.510 -1.198 -1.661 -0.02 0.06 0.16 0.13
H 0.827 -2.793 0.308 -0.13 0.18 -0.06 0.15
H -0.380 0.563 2.184 0.02 -0.09 -0.14 0.11

11
Properties=species:S:1:pos:R:3:forces:R:3:lowdin_charge:R:1 method="wB97M-V/def2-TZVPD" e_above_lowest_kj_mol=535.8 homo_energy_ha=-0.317
C 2.822 0.844 0.070 -1.55 -0.54 -0.04 0.12
C 1.678 0.444 0.015 1.70 0.64 0.08 -0.11
C 0.340 -0.013 -0.077 -0.17 -0.09 -0.38 -0.35
C -0.239 -0.993 -0.874 0.07 0.46 0.01 0.02
C -1.639 -0.882 -0.404 -0.04 -0.13 -0.22 -0.27
N -1.829 0.218 0.533 0.44 -0.10 -0.15 0.08
N -0.649 0.668 0.635 -0.20 -0.08 0.02 0.04
H 3.829 1.174 0.109 0.13 0.05 0.02 0.02
H -1.561 -1.887 0.070 -0.48 0.24 0.55 0.14
H -2.494 -0.923 -1.080 0.16 -0.14 -0.02 0.12
H -0.484 1.520 1.173 -0.06 -0.29 0.12 0.18

11
Properties=species:S:1:pos:R:3:forces:R:3:lowdin_charge:R:1 method="wB97M-V/def2-TZVPD" smiles=C#Cc1ccn[nH]1 e_above_lowest_kj_mol=340.3 homo_energy_ha=-0.352
C -0.895 1.944 2.022 0.39 -0.44 -0.59 0.01
C -0.440 1.002 1.352 -0.02 0.13 0.24 -0.07
C 0.005 0.061 0.412 0.13 -0.22 -0.09 -0.30
C 0.886 0.223 -0.643 0.04 -0.09 0.07 -0.01
C 0.770 -0.973 -1.368 0.05 -0.09 -0.11 -0.15
N -0.103 -1.810 -0.807 0.11 0.15 -0.08 0.05
N -0.568 -1.159 0.248 -0.06 -0.09 0.11 0.02
H -1.155 2.447 1.060 -0.64 0.89 0.42 0.07
H 1.480 1.102 -0.851 -0.05 -0.23 0.05 0.11
H 1.283 -1.261 -2.273 -0.06 0.00 0.10 0.10
H -1.264 -1.577 0.848 0.10 -0.01 -0.12 0.17

11
Properties=species:S:1:pos:R:3:forces:R:3:lowdin_charge:R:1 method="wB97M-V/def2-TZVPD" smiles=CC#[N+]C#CC#[NH+] e_above_lowest_kj_mol=126.2 charge=+2 homo_energy_ha="-0.804 / -0.804"
C 0.838 0.687 -3.739 -0.78 1.04 1.71 0.27
C -0.014 1.401 -2.879 3.35 -3.30 -3.80 0.15
C 1.394 -0.196 -3.046 -1.03 2.22 -2.41 0.15
C 0.587 -0.461 -0.977 2.51 -1.27 -2.37 0.07
C 0.313 -0.584 0.341 -1.09 -0.45 3.18 0.06
N 1.296 -0.768 -1.926 -1.20 -0.28 2.20 0.31
N -0.478 1.207 -1.818 -0.17 0.41 0.50 0.33
H 0.994 -1.247 0.879 0.26 -1.06 -0.60 0.18
H -0.711 -0.805 0.639 -0.31 -0.21 -0.32 0.16
H 0.604 0.242 0.953 0.10 1.69 0.10 0.15
H -0.951 1.811 -1.219 -1.63 1.20 1.81 0.16

12
Properties=species:S:1:pos:R:3:forces:R:3:lowdin_charge:R:1 method="wB97M-V/def2-TZVPD" e_above_lowest_kj_mol=134.8 homo_energy_ha=-0.378
C 2.410 -0.434 0.122 1.93 1.04 0.34 -0.28
C 0.102 -0.602 -0.034 0.53 -0.25 0.05 -0.35
C -0.213 0.862 0.090 -1.29 -0.04 0.53 0.02
C -1.579 0.916 0.021 1.54 0.24 0.01 -0.03
C -2.025 -0.469 -0.212 -0.79 -0.39 -1.25 -0.13
H 3.162 -0.787 0.906 -1.20 -0.13 -0.62 0.13
H 0.563 1.587 0.346 -0.60 -0.06 -0.36 0.11
H -2.301 1.725 0.053 0.51 0.16 0.16 0.10
H -3.048 -0.755 -0.534 0.62 0.23 0.66 0.13
N 1.205 -1.241 0.059 1.02 2.00 -0.68 0.19
N -1.085 -1.329 -0.266 -0.24 -0.51 0.30 0.10
O 2.808 0.526 -0.551 -2.03 -2.29 0.86 0.02

12
Properties=species:S:1:pos:R:3:forces:R:3:lowdin_charge:R:1 method="wB97M-V/def2-TZVPD" smiles="O=c1ccncnc1" e_above_lowest_kj_mol=211.5 homo_energy_ha=-0.358
C -1.395 -0.034 -0.207 -0.66 1.28 0.40 -0.34
C -0.622 1.257 0.078 0.83 -3.77 -1.75 0.03
C 0.724 1.413 0.009 -0.90 -0.17 2.28 -0.16
C 1.515 -0.842 -0.262 3.38 2.05 -0.71 -0.22
C -0.704 -1.323 0.067 2.03 -1.75 1.12 0.01
H -1.150 2.057 0.381 -2.11 2.50 0.93 0.06
H 1.089 2.326 0.578 0.04 -0.91 -1.51 0.14
H 2.456 -1.454 -0.516 -1.25 1.37 0.08 0.13
H -1.512 -2.061 0.322 1.14 0.37 -0.10 0.14
N 1.639 0.482 -0.345 0.67 -2.44 -0.11 0.07
N 0.587 -1.687 0.203 -5.10 0.72 -0.49 0.09
O -2.626 -0.133 -0.308 1.92 0.75 -0.13 0.05

12
Properties=species:S:1:pos:R:3:forces:R:3:lowdin_charge:R:1 method="wB97M-V/def2-TZVPD" smiles="N#C[C@@H]1[C@@H]2C=NO[C@H]12" e_above_lowest_kj_mol=487.5 homo_energy_ha=-0.350
C 1.851 -0.458 -0.185 0.52 1.84 0.14 -0.15
C 0.913 0.718 -0.044 1.01 0.96 -1.83 -0.15
C -0.396 0.613 -0.830 -0.10 -0.19 0.51 -0.22
C -0.841 -0.992 0.832 -3.45 0.12 -1.79 -0.02
C -0.342 0.444 0.662 -0.74 -1.96 -0.10 -0.18
H 1.083 1.924 -0.041 0.94 -3.46 0.18 0.21
H -0.796 1.238 -1.656 0.66 0.58 1.34 0.18
H -1.411 -1.243 1.723 0.55 -0.46 0.02 0.10
H -0.593 1.166 1.330 -1.01 1.65 2.10 0.10
N 2.637 -1.306 -0.241 -0.99 0.71 0.00 0.16
N -1.322 -1.471 -0.377 2.63 0.74 7.30 0.10
O -0.783 -0.633 -1.173 -0.01 -0.54 -7.87 -0.13

12
Properties=species:S:1:pos:R:3:forces:R:3:lowdin_charge:R:1 method="wB97M-V/def2-TZVPD" smiles="C=COC(C#N)C#N" e_above_lowest_kj_mol=233.8 homo_energy_ha=-0.352
C 1.434 -0.739 -2.373 -0.15 -0.08 0.41 0.05
C 0.678 -0.667 -1.268 -0.03 -4.56 -3.78 -0.28
C 0.096 0.606 0.659 -2.09 0.39 0.29 -0.27
C -1.365 1.112 0.384 3.22 -1.22 0.06 -0.11
C 0.032 -0.539 1.575 0.03 -1.08 1.21 -0.15
H 2.062 0.097 -2.639 0.16 0.13 0.08 0.06
H 1.550 -1.630 -2.984 -0.57 0.19 0.21 0.06
H 0.011 -1.488 -1.012 -0.04 0.09 0.28 0.13
H 0.599 1.430 1.179 0.02 -0.22 -0.26 0.17
N -2.313 1.459 -0.136 -1.47 0.54 -0.33 0.17
N 0.040 -1.402 2.343 -0.05 0.84 -0.88 0.20
O 0.805 0.319 -0.482 0.95 4.99 2.71 -0.02